--- a ---
ORCA calculation (ωB97M-V with the def2-TZVPD basis set) on the molecule C2H2N2O.

Last column: natural (NBO) charge in e.
CARTESIAN COORDINATES (ANGSTROEM)
N (-2.3595, -0.4759, -0.0184)  -0.32
C (-1.2198, -0.5166, 0.0402)  0.40
N (0.1741, -0.5544, 0.0306)  -0.72
C (0.7567, 0.7676, -0.0173)  0.56
O (0.1467, 1.7811, 0.0025)  -0.50
H (0.6264, -1.5146, -0.0956)  0.45
H (1.8755, 0.5128, 0.0580)  0.12

The value obtained for the HOMO energy is -10.91 eV. Its SMILES is N#CNC=O.

***

--- b ---
ORCA calculation (ωB97M-V with the def2-TZVPD basis set) on a 2-piece molecular cluster, C2H2N2O overall.

Last column: natural (NBO) charge in e.
CARTESIAN COORDINATES (ANGSTROEM)
C (2.4317, -0.3720, 0.4604)  0.06
C (1.9877, -0.6574, -0.7759)  0.67
N (2.5696, 0.1809, 1.5144)  -0.16
N (0.1703, 0.3276, -0.2661)  -0.88
O (1.9563, -1.0634, -1.8481)  -0.35
H (0.6516, 1.1522, 0.1887)  0.33
H (-0.0867, -0.2567, 0.5591)  0.33

The value obtained for the HOMO energy (spin up / spin down) is -9.41 / -9.41 eV.

***

--- c ---
ORCA calculation (ωB97M-V with the def2-TZVPD basis set) on the molecule C2H2N2O.

Last column: natural (NBO) charge in e.
CARTESIAN COORDINATES (ANGSTROEM)
O (0.6257, 1.4503, -0.0123)  -0.42
N (-0.5815, 1.2186, 0.3341)  0.04
C (-0.8391, -0.0630, 0.1875)  -0.07
C (0.8095, -0.4673, -0.2842)  0.31
N (-0.1332, -0.8488, -0.9538)  -0.34
H (-1.6733, -0.5965, 0.6187)  0.23
H (1.7919, -0.6931, 0.1100)  0.25

The value obtained for the HOMO energy is -9.32 eV. Its SMILES is O=N[C@@H]1C=N1.

***

Of them, a has the highest stability.

***

--- a ---
ORCA calculation (ωB97M-V with the def2-TZVPD basis set) on the molecule C2H2N2O.

Last column: natural (NBO) charge in e.
CARTESIAN COORDINATES (ANGSTROEM)
C (-0.9040, -0.1595, -0.5863)  -0.19
N (0.0076, -0.5036, 0.2255)  0.18
O (0.2010, -1.5064, 0.8756)  -0.37
C (1.2318, 0.7534, 0.5898)  0.27
N (2.0599, 1.5159, 0.7467)  -0.35
H (-1.6834, -0.8864, -0.7668)  0.23
H (-0.9130, 0.7866, -1.0846)  0.23

The value obtained for the HOMO energy is -10.58 eV. Its SMILES is C=[N+]([O-])C#N.

***

--- b ---
ORCA calculation (ωB97M-V with the def2-TZVPD basis set) on a 2-piece molecular cluster, C2H2N2O overall.

Last column: natural (NBO) charge in e.
CARTESIAN COORDINATES (ANGSTROEM)
C (0.3619, 0.9765, -0.0828)  -0.40
C (0.6528, -0.1991, -0.0980)  0.30
O (1.1793, -1.3528, 0.1373)  -0.65
H (0.1646, 1.8923, -0.6213)  0.24
H (2.2004, -1.2275, 0.0442)  0.51
N (-2.4569, -0.4629, 0.6322)  -0.01
N (-2.1022, 0.3734, -0.0116)  0.00

The value obtained for the HOMO energy is -9.67 eV. Its SMILES is C#CO.N#N.

***

Of them, b has the highest stability.

***

--- a ---
ORCA calculation (ωB97M-V with the def2-TZVPD basis set) on the molecule C2H2N2O.

Last column: natural (NBO) charge in e.
CARTESIAN COORDINATES (ANGSTROEM)
O (0.6422, 2.3634, 0.2820)  -0.48
C (-0.1267, 1.4406, 0.2077)  0.34
C (0.1259, 0.0857, 0.7081)  0.07
N (0.2897, -0.9410, 0.1222)  0.02
N (0.5473, -2.0262, -0.4007)  -0.43
H (-1.1358, 1.5281, -0.2406)  0.14
H (-0.3426, -2.4507, -0.6787)  0.34

The value obtained for the HOMO energy is -9.65 eV.

***

--- b ---
ORCA calculation (ωB97M-V with the def2-TZVPD basis set) on a 2-piece molecular cluster, C2H2N2O overall.

Last column: natural (NBO) charge in e.
CARTESIAN COORDINATES (ANGSTROEM)
N (2.4549, 0.7095, -0.5895)  -0.12
N (2.1285, 1.7170, -0.8975)  0.46
O (1.8728, 2.7979, -1.0826)  -0.32
C (0.2693, -0.5146, 0.0640)  -0.22
C (-0.6734, 0.2428, 0.0659)  -0.25
H (1.0627, -1.1846, 0.0724)  0.23
H (-1.4738, 0.9037, 0.0664)  0.23

The value obtained for the HOMO energy is -10.51 eV. Its SMILES is N#[N+][O-].C#C.

***

--- c ---
ORCA calculation (ωB97M-V with the def2-TZVPD basis set) on a 2-piece molecular cluster, C2H2N2O overall.

Last column: natural (NBO) charge in e.
CARTESIAN COORDINATES (ANGSTROEM)
C (2.4541, 0.1897, 0.3118)  0.06
C (-0.7378, 0.0568, 0.5815)  0.39
N (3.2990, 0.5162, -0.3502)  -0.31
N (-1.8227, 0.3061, -0.2538)  -0.41
O (-0.7737, 1.2655, 0.1685)  -0.33
H (1.6394, -0.1045, 0.9145)  0.23
H (-1.7478, 0.0922, -1.2224)  0.37

The value obtained for the HOMO energy is -11.54 eV.

***

Of them, a has the highest stability.

***

--- a ---
ORCA calculation (ωB97M-V with the def2-TZVPD basis set) on the molecule C4H8OS3.

Last column: natural (NBO) charge in e.
CARTESIAN COORDINATES (ANGSTROEM)
C (-2.1758, 1.5225, -0.7989)  -0.79
S (-2.8882, 0.0794, 0.0062)  0.28
C (-1.6211, -0.5977, 0.8617)  -0.76
S (-0.2795, -1.2520, -0.2422)  0.26
C (1.0124, -0.1889, 0.2531)  0.15
O (0.7020, 0.8587, 0.8347)  -0.62
S (2.5392, -0.3956, -0.5626)  0.25
C (3.3592, 1.0083, 0.3449)  -0.75
H (-2.0291, 2.1108, 0.1022)  0.23
H (-2.7662, 1.9368, -1.6525)  0.25
H (-1.2325, 1.4472, -1.3535)  0.23
H (-2.2175, -1.4392, 1.5057)  0.27
H (-1.2082, -0.0033, 1.6931)  0.26
H (2.5576, 1.7713, 0.2371)  0.26
H (4.4407, 1.2490, 0.0535)  0.25
H (3.4460, 0.6850, 1.5504)  0.23

The value obtained for the HOMO energy is -8.55 eV. Its SMILES is CSCSC(=O)SC.

***

--- b ---
ORCA calculation (ωB97M-V with the def2-TZVPD basis set) on the molecule C4H8OS3.

Last column: natural (NBO) charge in e.
CARTESIAN COORDINATES (ANGSTROEM)
C (1.1496, -2.0713, 0.0377)  -0.75
S (-0.3690, -2.4015, -0.8928)  0.24
C (-1.2926, -1.0677, -0.2248)  -0.24
O (-0.8546, 0.1711, -0.7818)  -0.57
C (-1.1858, 1.3505, -0.0047)  -0.24
S (-0.3185, 2.7729, -0.6209)  0.37
C (1.2491, 2.3236, -0.0196)  -0.52
S (2.6382, 3.0589, -0.2788)  0.07
H (1.3294, -0.9935, 0.0046)  0.22
H (2.0239, -2.5596, -0.3693)  0.24
H (0.9943, -2.3675, 1.0697)  0.21
H (-1.0857, -1.1100, 0.8586)  0.18
H (-2.3712, -1.2015, -0.3627)  0.20
H (-2.2666, 1.5239, -0.0829)  0.21
H (-0.9073, 1.1616, 1.0666)  0.19
H (1.2670, 1.4102, 0.6010)  0.20

The value obtained for the HOMO energy is -8.87 eV. Its SMILES is CSCOCSC=S.

***

--- c ---
ORCA calculation (ωB97M-V with the def2-TZVPD basis set) on a 2-piece molecular cluster, C4H8OS3 overall.

Last column: natural (NBO) charge in e.
CARTESIAN COORDINATES (ANGSTROEM)
O (-1.2680, -1.3209, 1.1611)  -0.52
C (-1.3841, -1.5366, -0.0206)  0.33
C (-2.6676, -2.0491, -0.6092)  -0.38
S (-2.8368, -2.3410, -2.1804)  0.16
H (-0.5692, -1.3806, -0.7470)  0.16
H (-3.4693, -2.2051, 0.1160)  0.21
S (-0.5382, 0.6177, -1.0617)  -0.03
C (0.9635, 0.4243, -0.0548)  -0.54
C (1.4747, 1.7423, 0.5130)  -0.52
S (2.9761, 1.5484, 1.5190)  -0.03
H (0.0284, 1.3296, -2.0560)  0.13
H (1.7462, -0.0783, -0.6319)  0.22
H (0.6765, -0.2531, 0.7521)  0.25
H (0.6943, 2.2426, 1.0884)  0.23
H (1.7630, 2.4186, -0.2982)  0.22
H (2.4103, 0.8413, 2.5101)  0.12

The value obtained for the HOMO energy is -8.94 eV. Its SMILES is O=CC=S.SCCS.

***

Of them, b has the highest stability.